{
  "formula": "C99H219N9O15",
  "method": "wB97M-V/def2-TZVPD",
  "orbital_gap_ha": 0.3180,
  "energy_ev": -150324.40199,
  "homo_energy_ha": -0.301,
  "spin_multiplicity": 1,
  "mol_weight_g_mol": 1775.89,
  "elements": ["C", "C", "C", "C", "C", "C", "N", "O", "C", "C", "C", "H", "H", "H", "H", "H", "H", "H", "H", "H", "H", "H", "H", "H", "H", "H", "H", "H", "H", "H", "C", "C", "C", "C", "C", "C", "N", "O", "C", "C", "C", "H", "H", "H", "H", "H", "H", "H", "H", "H", "H", "H", "H", "H", "H", "H", "H", "H", "H", "H", "C", "C", "C", "C", "C", "C", "N", "O", "C", "C", "C", "H", "H", "H", "H", "H", "H", "H", "H", "H", "H", "H", "H", "H", "H", "H", "H", "H", "H", "H", "C", "C", "C", "C", "C", "C", "N", "O", "C", "C", "C", "H", "H", "H", "H", "H", "H", "H", "H", "H", "H", "H", "H", "H", "H", "H", "H", "H", "H", "H", "C", "C", "C", "C", "C", "C", "N", "O", "C", "C", "C", "H", "H", "H", "H", "H", "H", "H", "H", "H", "H", "H", "H", "H", "H", "H", "H", "H", "H", "H", "C", "C", "C", "C", "C", "C", "N", "O", "C", "C", "C", "H", "H", "H", "H", "H", "H", "H", "H", "H", "H", "H", "H", "H", "H", "H", "H", "H", "H", "H", "C", "C", "C", "C", "C", "C", "N", "O", "C", "C", "C", "H", "H", "H", "H", "H", "H", "H", "H", "H", "H", "H", "H", "H", "H", "H", "H", "H", "H", "H", "C", "C", "C", "C", "C", "C", "N", "O", "C", "C", "C", "H", "H", "H", "H", "H", "H", "H", "H", "H", "H", "H", "H", "H", "H", "H", "H", "H", "H", "H", "C", "C", "C", "C", "C", "C", "N", "O", "C", "C", "C", "H", "H", "H", "H", "H", "H", "H", "H", "H", "H", "H", "H", "H", "H", "H", "H", "H", "H", "H", "C", "C", "C", "O", "H", "H", "H", "H", "H", "H", "H", "H", "C", "C", "C", "O", "H", "H", "H", "H", "H", "H", "H", "H", "C", "C", "C", "O", "H", "H", "H", "H", "H", "H", "H", "H", "C", "C", "C", "O", "H", "H", "H", "H", "H", "H", "H", "H", "C", "C", "C", "O", "H", "H", "H", "H", "H", "H", "H", "H", "C", "C", "C", "O", "H", "H", "H", "H", "H", "H", "H", "H"],
  "coordinates": [[7.178, -0.756, -1.159], [6.491, -2.028, -0.487], [5.856, -2.865, -1.658], [5.594, -4.288, -1.260], [6.879, -4.923, -0.736], [7.464, -4.188, 0.469], [7.620, -2.779, 0.046], [8.195, -2.023, 1.145], [6.561, -4.252, 1.707], [8.812, -4.777, 0.811], [5.486, -1.612, 0.514], [6.480, -0.197, -1.739], [8.021, -1.203, -1.739], [7.722, -0.229, -0.376], [4.963, -2.427, -1.976], [6.535, -2.761, -2.537], [5.366, -4.961, -2.118], [4.824, -4.279, -0.464], [7.592, -4.844, -1.583], [6.849, -5.941, -0.471], [6.951, -3.439, 2.357], [5.491, -4.081, 1.596], [6.678, -5.202, 2.249], [9.415, -4.732, -0.086], [9.292, -4.283, 1.627], [8.699, -5.840, 1.014], [4.730, -2.416, 0.619], [4.934, -0.727, 0.168], [5.899, -1.459, 1.515], [9.074, -1.839, 0.855], [2.228, -2.668, 8.625], [1.839, -2.353, 7.186], [2.065, -0.882, 6.877], [2.023, -0.436, 5.437], [3.029, -1.298, 4.697], [2.814, -2.835, 4.863], [2.680, -3.130, 6.290], [2.359, -4.485, 6.412], [1.588, -3.197, 3.975], [4.070, -3.628, 4.354], [0.359, -2.637, 6.945], [1.752, -2.055, 9.375], [3.306, -2.486, 8.707], [2.067, -3.711, 8.914], [1.347, -0.296, 7.485], [3.077, -0.479, 7.217], [2.255, 0.683, 5.504], [1.065, -0.639, 4.972], [4.055, -1.066, 5.087], [3.028, -0.947, 3.687], [1.321, -4.243, 4.343], [0.639, -2.625, 4.085], [1.954, -3.047, 2.893], [4.858, -3.466, 5.081], [3.872, -4.729, 4.391], [4.330, -3.321, 3.360], [0.151, -2.461, 5.901], [-0.400, -2.036, 7.585], [0.222, -3.687, 7.191], [3.151, -4.696, 6.904], [-2.913, -4.959, -4.431], [-2.809, -3.425, -4.645], [-3.560, -3.207, -5.992], [-3.870, -1.693, -6.304], [-4.514, -1.102, -5.103], [-3.663, -1.212, -3.854], [-3.452, -2.607, -3.621], [-2.528, -2.790, -2.513], [-2.420, -0.280, -3.966], [-4.565, -0.759, -2.680], [-1.329, -3.084, -4.832], [-2.381, -5.350, -3.539], [-2.553, -5.522, -5.305], [-3.919, -5.371, -4.273], [-2.837, -3.499, -6.811], [-4.473, -3.785, -6.027], [-4.457, -1.537, -7.169], [-2.831, -1.339, -6.484], [-5.477, -1.558, -5.006], [-4.861, -0.069, -5.106], [-2.665, 0.760, -3.728], [-1.627, -0.432, -3.230], [-1.936, -0.229, -4.959], [-5.359, -1.549, -2.587], [-4.104, -0.653, -1.646], [-5.059, 0.222, -3.007], [-0.785, -3.196, -3.898], [-1.181, -2.088, -5.213], [-0.855, -3.763, -5.563], [-3.015, -3.321, -1.874], [-2.240, -2.189, 3.076], [-3.554, -2.230, 3.919], [-3.300, -2.197, 5.411], [-2.726, -0.914, 5.869], [-3.709, 0.221, 5.473], [-4.176, 0.237, 3.993], [-4.515, -1.180, 3.580], [-4.682, -1.166, 2.126], [-5.563, 0.876, 3.973], [-3.169, 0.953, 3.088], [-4.195, -3.594, 3.593], [-1.743, -3.155, 3.131], [-1.569, -1.406, 3.419], [-2.439, -1.974, 1.968], [-4.253, -2.350, 5.919], [-2.735, -3.068, 5.715], [-1.728, -0.715, 5.556], [-2.704, -0.831, 6.935], [-3.203, 1.203, 5.618], [-4.606, 0.110, 6.085], [-5.822, 1.154, 2.920], [-6.250, 0.078, 4.176], [-5.706, 1.745, 4.593], [-2.848, 1.881, 3.624], [-2.262, 0.424, 2.938], [-3.586, 1.236, 2.122], [-3.843, -4.244, 4.347], [-4.010, -4.096, 2.672], [-5.275, -3.604, 3.675], [-5.509, -1.734, 1.996], [-0.717, 2.899, -3.423], [-1.856, 3.913, -3.167], [-1.170, 5.230, -2.734], [-0.460, 5.922, -3.881], [-1.403, 6.036, -5.155], [-2.248, 4.780, -5.582], [-2.737, 4.346, -4.241], [-3.671, 3.286, -4.451], [-3.421, 5.281, -6.406], [-1.504, 3.793, -6.358], [-2.727, 3.423, -2.031], [0.093, 3.480, -3.878], [-1.119, 2.136, -4.084], [-0.370, 2.359, -2.509], [-1.878, 5.959, -2.392], [-0.409, 5.095, -1.947], [0.441, 5.402, -4.212], [-0.181, 6.914, -3.634], [-0.835, 6.300, -6.019], [-2.152, 6.774, -5.017], [-4.013, 4.415, -6.733], [-4.102, 5.916, -5.746], [-3.071, 5.840, -7.233], [-0.622, 3.402, -5.907], [-2.116, 2.913, -6.387], [-1.206, 4.049, -7.389], [-2.994, 2.303, -2.085], [-3.589, 3.977, -1.807], [-2.118, 3.381, -1.100], [-4.556, 3.639, -4.400], [2.911, -5.516, 1.331], [1.826, -6.590, 0.956], [0.527, -6.219, 1.575], [-0.148, -5.053, 0.867], [-0.392, -5.408, -0.612], [0.978, -5.687, -1.318], [1.580, -6.729, -0.534], [2.926, -6.852, -1.114], [0.641, -6.402, -2.713], [1.704, -4.341, -1.587], [2.253, -8.032, 1.475], [3.401, -5.620, 2.330], [2.500, -4.514, 1.195], [3.742, -5.659, 0.654], [-0.126, -7.057, 1.527], [0.791, -5.994, 2.572], [0.496, -4.138, 0.847], [-1.052, -4.719, 1.356], [-1.024, -4.670, -1.001], [-0.932, -6.349, -0.739], [-0.261, -6.081, -3.230], [1.486, -6.357, -3.362], [0.514, -7.448, -2.378], [2.597, -4.140, -1.102], [1.952, -4.278, -2.649], [1.058, -3.475, -1.366], [1.633, -8.903, 1.123], [2.062, -8.040, 2.555], [3.294, -8.226, 1.380], [3.083, -7.815, -1.076], [2.759, 3.558, -2.299], [3.519, 4.411, -1.315], [2.488, 5.498, -0.972], [3.021, 6.400, 0.090], [3.329, 5.500, 1.341], [4.455, 4.438, 1.101], [3.917, 3.665, -0.109], [4.796, 2.652, -0.536], [5.866, 5.019, 1.060], [4.539, 3.368, 2.197], [4.768, 4.961, -2.036], [3.356, 2.657, -2.478], [2.734, 3.957, -3.337], [1.828, 3.138, -1.861], [2.147, 6.124, -1.840], [1.705, 4.994, -0.485], [2.342, 7.220, 0.411], [3.850, 6.953, -0.216], [2.409, 4.992, 1.657], [3.539, 6.196, 2.198], [5.939, 6.024, 0.592], [6.195, 5.145, 2.091], [6.598, 4.326, 0.584], [3.595, 2.784, 2.359], [5.430, 2.712, 2.076], [4.786, 3.808, 3.143], [5.510, 5.262, -1.258], [4.479, 5.854, -2.588], [5.200, 4.216, -2.717], [4.570, 1.885, 0.006], [1.143, 0.666, -6.143], [2.586, 1.041, -6.586], [2.789, 2.328, -5.796], [4.235, 2.675, -5.703], [4.978, 1.509, -5.055], [4.952, 0.251, -5.869], [3.496, 0.008, -6.124], [3.355, -1.201, -6.954], [5.778, 0.272, -7.122], [5.366, -0.941, -5.005], [2.561, 1.173, -8.153], [1.174, 0.322, -5.139], [0.836, -0.204, -6.656], [0.395, 1.502, -6.171], [2.144, 3.031, -6.310], [2.404, 2.199, -4.801], [4.305, 3.605, -5.167], [4.616, 2.949, -6.701], [4.478, 1.462, -4.105], [6.066, 1.716, -4.830], [6.846, 0.314, -6.856], [5.736, -0.689, -7.621], [5.543, 1.071, -7.819], [4.776, -0.992, -4.083], [5.317, -1.895, -5.594], [6.386, -0.959, -4.577], [3.463, 1.442, -8.620], [1.789, 1.941, -8.416], [2.300, 0.249, -8.570], [3.283, -1.922, -6.272], [1.844, -1.340, 0.612], [1.541, -0.274, -0.435], [0.204, -0.463, -1.175], [-1.054, -0.483, -0.236], [-1.027, 0.869, 0.343], [0.253, 1.370, 1.052], [1.406, 1.137, 0.124], [2.577, 1.465, 0.813], [0.208, 2.820, 1.253], [0.471, 0.625, 2.332], [2.659, -0.206, -1.425], [2.196, -2.221, 0.147], [1.112, -1.701, 1.317], [2.644, -1.034, 1.232], [0.107, 0.439, -1.789], [0.355, -1.358, -1.753], [-0.883, -1.263, 0.500], [-1.993, -0.650, -0.889], [-1.930, 1.049, 0.973], [-1.194, 1.559, -0.506], [0.987, 3.180, 1.899], [0.268, 3.295, 0.286], [-0.804, 3.115, 1.580], [1.465, 0.376, 2.584], [0.133, 1.361, 3.191], [-0.180, -0.218, 2.406], [3.570, 0.249, -0.994], [2.375, 0.314, -2.361], [2.887, -1.298, -1.805], [2.772, 2.436, 0.551], [-0.988, 7.384, 0.321], [-0.865, 6.142, 1.273], [-0.186, 6.455, 2.544], [-2.172, 5.603, 1.555], [-1.560, 8.152, 0.834], [-1.336, 7.100, -0.656], [0.012, 7.830, 0.120], [-0.249, 5.370, 0.743], [0.894, 6.541, 2.589], [-0.389, 5.668, 3.307], [-0.590, 7.375, 3.045], [-2.572, 5.233, 0.748], [-0.583, 3.185, 5.230], [0.236, 2.471, 6.286], [1.541, 3.178, 6.773], [-0.602, 2.175, 7.501], [0.036, 3.537, 4.378], [-1.104, 4.072, 5.596], [-1.317, 2.488, 4.809], [0.538, 1.487, 5.921], [2.203, 3.240, 5.866], [1.867, 2.594, 7.603], [1.256, 4.169, 7.096], [-1.173, 2.955, 7.605], [-4.133, 6.220, 4.796], [-5.220, 5.460, 4.114], [-6.617, 6.111, 4.048], [-4.866, 5.246, 2.701], [-4.441, 6.519, 5.841], [-3.885, 7.102, 4.214], [-3.175, 5.560, 4.968], [-5.309, 4.487, 4.626], [-7.221, 5.292, 3.604], [-6.740, 7.012, 3.412], [-7.071, 6.239, 5.098], [-3.927, 5.452, 2.577], [-6.870, 3.707, 0.037], [-5.891, 2.687, 0.609], [-5.777, 1.485, -0.274], [-4.620, 3.280, 0.759], [-7.838, 3.313, -0.372], [-6.337, 4.193, -0.792], [-7.130, 4.389, 0.786], [-6.275, 2.299, 1.586], [-4.935, 0.866, -0.027], [-5.595, 1.714, -1.400], [-6.754, 0.944, -0.337], [-4.699, 3.994, 1.438], [-9.325, -0.945, -0.232], [-8.460, -1.355, 1.015], [-8.877, -2.622, 1.688], [-7.083, -1.467, 0.572], [-9.138, -1.675, -1.035], [-9.105, 0.068, -0.570], [-10.390, -1.034, -0.030], [-8.457, -0.471, 1.692], [-8.538, -3.442, 1.047], [-9.960, -2.768, 1.765], [-8.421, -2.845, 2.700], [-6.668, -0.597, 0.480], [-5.471, -4.629, -1.468], [-4.765, -4.598, -0.117], [-4.414, -6.041, 0.397], [-3.570, -3.827, -0.170], [-4.685, -4.850, -2.212], [-5.985, -3.679, -1.676], [-6.231, -5.397, -1.365], [-5.299, -3.982, 0.621], [-5.347, -6.509, 0.479], [-3.935, -5.969, 1.340], [-3.774, -6.577, -0.351], [-3.555, -3.274, 0.624]]
}